Below is a molecular structure, C18H33NO16PbS2 at a distorted geometry, with properties calculated with the ωB97M-V functional and the def2-TZVPD basis.

Structure (ORCA input):
```
! wB97M-V def2-TZVPD RIJCOSX def2/J DEFGRID3
* xyz -4 1
O 1.22950 -1.56737 -3.39167
O 1.98327 1.01127 -4.87779
C 1.93106 -2.63982 -2.80427
H 5.76685 -1.63401 2.16280
C -0.66000 -5.01329 2.45929
O 1.55229 3.12916 -3.82637
C 5.12008 -1.96413 1.34990
H -2.44962 5.09981 1.69782
O -2.98567 0.81187 -3.87856
C -3.43773 3.29251 2.25585
H 7.74593 -0.54209 0.16350
H -2.54437 2.46868 -1.85822
C 5.67013 -1.38788 -0.01664
H -0.11258 -5.83913 2.00497
C -2.27706 3.79080 -0.04080
O -0.71404 0.69058 -3.79023
O 3.71391 2.27988 -3.77879
O -0.10040 -3.81663 1.96260
H -2.57384 1.69873 3.40959
O -0.36775 -2.36291 0.29567
H -1.97450 -0.04873 1.72133
H -4.11816 2.50804 1.92459
H -3.88589 4.77749 0.76154
C -2.04694 -4.84640 1.76826
H 0.56415 2.12265 2.54084
O 2.33625 -0.51236 0.14871
H 2.95495 -2.69640 -3.17382
C -2.99546 4.30994 1.18182
H -1.88968 0.47455 -0.00627
H 5.90568 -2.23803 -0.65685
O 4.42704 -0.86032 -0.50942
H -3.25803 0.79611 1.13650
H -2.63229 -4.11096 2.32017
C -3.08705 3.03110 -1.09842
H 1.30890 -3.51482 -2.99242
O -0.10841 2.55394 -0.62308
H 0.50475 0.72022 1.41603
C -1.85585 5.08077 -0.69801
O 2.02570 1.25190 -2.48703
C -2.22668 2.47598 2.72881
H -3.69017 -5.97330 0.82607
Pb 0.27983 0.01155 -1.41517
H -1.59271 3.02822 3.42250
C -0.68219 -3.36462 0.95329
H -3.81333 3.57473 -1.70265
S 2.25748 1.90468 -3.77993
O -1.75433 -0.91442 -2.46964
H -3.21357 -6.50228 2.41209
C -0.05240 1.32044 2.13535
H -0.04876 0.66573 3.00681
H 4.86438 -3.01926 1.25292
C -2.17653 0.75065 1.00841
O -1.71075 -0.94526 -4.83727
H -2.28482 -6.92688 1.02060
O 3.92359 -1.26663 1.50944
O -1.73452 -4.10971 0.61016
H -1.40438 4.87859 -1.66930
H 6.68799 0.20683 -1.00342
N -1.12017 2.99538 0.45761
C -2.82512 -6.09774 1.47744
H 2.08556 -2.50142 -1.73419
H -2.68249 5.69381 -1.05709
H -0.64252 -5.14678 3.54094
S -1.88026 -0.13046 -3.69701
H -1.10389 5.71156 -0.22392
H -3.94138 3.78852 3.08555
C 6.71189 -0.24531 -0.01191
H -3.39065 2.12177 -0.57972
C -1.39045 1.94208 1.55300
H 6.40118 0.57969 0.62913
C 3.48472 -0.81068 0.37766
*
```

Summary:
**E_LUMO**: 6.6 eV
**HOMO**: 0.19460 Ha

---

Below is a molecular structure, C18H34AlCaCl4F4N4O14PS2 at a distorted geometry, with properties calculated with the ωB97M-V functional and the def2-TZVPD basis.

Structure (ORCA input):
```
! wB97M-V def2-TZVPD RIJCOSX def2/J DEFGRID3
* xyz 0 1
C 0.18761 -6.98468 -4.54956
H 5.44346 1.96422 2.85594
H -4.03888 2.76519 1.21588
C 0.88953 4.10585 0.78041
F 0.66753 -8.62795 3.68995
C 0.24877 -5.63827 2.90409
O -2.05898 0.59698 0.51565
H 2.02943 4.14989 4.44267
H -2.16925 3.88567 -0.12254
C -1.17165 -1.57195 0.18703
C 1.31215 5.43540 1.37066
S 4.94402 -2.62547 -3.13953
Cl 0.44137 -3.86579 2.86064
Cl -1.42144 -6.04039 3.52959
H -0.35555 -2.25645 0.47151
H 2.71275 -7.22911 -1.85288
O -3.54901 -1.77178 0.27198
H -7.04220 6.10716 -4.35083
H -2.81968 -0.60679 3.01703
Al 1.33721 0.03353 -0.64227
H 2.93978 2.25231 3.05892
H -4.85688 4.52099 -0.95446
O 4.20685 -2.25706 -1.95735
Ca -1.84988 -4.18545 4.95341
N 1.97459 -5.89512 -3.25619
H -0.63417 2.15288 0.73235
H -0.44019 1.74514 2.90753
H 3.64236 4.45130 5.09988
H 0.45407 6.10835 1.43706
H -2.08121 2.21040 1.78201
C -1.72696 1.97638 0.75378
H 1.54550 -6.04181 -1.23282
H 1.73121 5.29014 2.39563
C -6.26760 4.85991 -2.66375
Cl 1.40363 -6.33017 3.96671
C -1.01065 -0.18592 0.88574
F -3.07911 1.34814 3.25243
O 0.38588 -1.28608 2.95601
N -3.97764 2.78484 0.19823
F 6.17272 -1.61772 -3.11688
H 4.82069 1.64225 4.47598
C 1.28938 -5.95719 -4.43368
H -0.58625 -6.79819 -3.80260
C -2.55246 2.86032 -0.20900
C 4.98563 2.42149 3.73072
C -5.37709 6.86396 -3.15352
N 4.26078 -2.34619 -4.52434
H -0.05256 0.27844 0.44251
H 5.68574 3.14456 4.14688
H -6.88490 3.97717 -2.68098
C -6.34997 5.97234 -3.53612
O 1.05412 3.06793 1.48586
O 1.56682 -5.20585 -5.34777
H -1.14191 -1.38905 -0.90553
P -0.76378 -0.38562 2.71076
C -2.51643 -2.24410 0.46669
N -4.70916 6.32654 -2.08641
F 3.29325 -0.90381 -6.18562
H -5.10426 7.82822 -3.54833
C 2.99508 3.69424 4.65556
C 1.78071 -6.70444 -2.07029
S 3.85035 -0.83308 -4.70468
C -5.24589 5.10768 -1.77586
O 3.83483 4.02852 2.52136
H 0.59188 -7.99058 -4.42547
H -2.46831 2.46117 -1.23136
O 0.41273 4.15728 -0.36080
H 2.07631 5.90023 0.74779
O 2.69726 -0.40686 -3.97031
Cl 0.42469 -6.29882 1.29306
O -2.46593 -3.53909 0.94692
H 0.98019 -7.42695 -2.19665
H -3.94289 6.76016 -1.60488
H 2.84281 2.90766 5.39760
H -4.26997 1.85700 -0.10010
O -0.50820 0.97093 3.49743
H -3.12911 -3.61040 1.64181
H 2.69730 -5.18897 -3.24511
O 5.60288 -3.88757 -3.08961
O 4.90813 0.11093 -4.84851
C 3.60396 3.07650 3.35990
O -2.04523 -1.11326 3.39948
H -0.26074 -6.91218 -5.53642
*
```

Summary:
**E_LUMO**: -6.3 eV
**HOMO**: -0.28728 Ha

---

Below is a molecular structure, C18H34CeN4O10Se at a distorted geometry, with properties calculated with the ωB97M-V functional and the def2-TZVPD basis.

Structure (ORCA input):
```
! wB97M-V def2-TZVPD RIJCOSX def2/J DEFGRID3
* xyz 1 2
H 4.33917 -1.61013 -1.56974
O 0.20667 -2.55893 -1.42714
H 0.18067 -3.95023 0.96976
C -2.29223 2.44337 -2.78684
C -0.63813 -3.55563 1.59156
H -3.26453 2.35447 -3.29614
O -1.26413 1.99817 -3.61924
N 2.49397 -2.17973 0.26716
C -0.11743 -2.82033 2.83166
H 2.24207 -2.87803 0.97006
N -2.12593 3.85047 -2.48264
O -0.66573 -2.28243 -3.94164
C 0.04357 2.49157 -0.78554
C -2.26823 -3.14253 -0.10504
O -1.15863 0.58477 1.64386
H -3.84763 -2.00623 -1.10864
H -1.98033 -0.59783 3.14396
O 0.46957 -1.57053 2.43516
H 2.36517 1.27457 -1.63594
C 0.92167 3.97387 1.31126
C 3.98947 0.37197 -0.82284
Se 0.26017 -1.69403 -2.83474
C 4.51627 -1.04763 -0.64914
O -1.16353 5.73707 -1.78234
H 3.91397 -1.15963 1.42236
Ce 0.41427 -0.71343 -0.31244
H -1.74453 -3.87303 -0.73004
C -1.17883 0.13797 2.99776
O -2.35253 -0.71443 -0.47374
H 5.59227 -1.00633 -0.48634
O 1.81227 -1.52733 -3.15964
H 1.85557 2.11467 1.88476
H -0.98973 1.08927 -3.38714
H -3.10653 -3.63213 0.41366
H 0.96717 0.24797 3.14636
H -3.02773 1.44787 1.96466
O -1.37743 -2.58943 0.86186
H -1.28273 -4.39083 1.90056
N 0.77807 1.88487 0.15726
C 3.89597 -1.79383 0.52756
H 4.05437 0.92627 0.12176
C -0.38673 3.80987 -0.69504
H 4.50587 -2.68703 0.72176
H 2.47207 -2.67073 -0.63974
C -2.75833 -1.97383 -0.99574
C 0.07637 4.56297 0.38776
H -2.57793 4.48297 -3.13454
H -1.36223 0.99027 3.67006
H -3.29693 -1.02273 1.34866
H -0.95193 -2.64643 3.51866
H -2.29543 -2.04033 -1.98314
H -2.33543 1.86137 -1.85224
H 2.54607 -0.27303 -2.09724
H -0.13333 1.90467 -1.67804
H -2.27083 1.68827 0.36106
H -4.16663 0.05007 0.21416
H 0.64497 -3.41623 3.34616
C -2.44783 0.96937 1.16796
O -0.27323 -0.20233 -2.30344
H 0.20497 -0.82083 4.36046
H 1.35517 4.54817 2.11566
C 1.21267 2.62487 1.17636
N 2.58727 0.34677 -1.26524
H 4.61647 0.88327 -1.56314
C 0.17957 -0.49143 3.31426
C -3.17503 -0.24223 0.58786
C -1.23263 4.52737 -1.71694
H -0.20263 5.60237 0.46776
*
```

Summary:
**E_LUMO (spin up / spin down)**: -2.5 / -2.5 eV
**HOMO (spin up / spin down)**: -0.42777 / -0.45297 Ha
**ΔE to the lowest compared entry with this formula, charge and spin**: 46.3 kJ/mol

---

Below is a gas-phase ion, C18H34FN2O4 (charge +1) at a distorted geometry, with properties calculated with the ωB97M-V functional and the def2-TZVPD basis.

Structure (ORCA input):
```
! wB97M-V def2-TZVPD RIJCOSX def2/J DEFGRID3
* xyz 1 1
H -0.02710 -1.69275 -4.35080
C -1.36705 -3.03372 0.81869
C 1.68061 1.91535 1.64928
O 2.56140 4.19812 2.24399
H -2.38266 -0.98613 -2.89147
C -1.80692 -2.95919 -1.78459
H -0.97375 2.42783 3.54772
O 3.87624 6.84814 3.78862
C 2.83886 3.18449 3.27227
C 0.63178 1.07803 2.59272
H 0.13612 -0.59286 -8.14038
H -3.11432 1.13111 2.83084
H -1.98694 -0.02962 3.82552
H -0.58799 -4.38592 -6.15864
H 0.98859 1.09236 3.73123
C 3.62504 5.91477 4.74882
C 0.02212 -1.10452 -7.09390
H -1.04045 2.27136 1.59219
H -0.63363 -1.83098 2.63117
H 1.39674 3.89098 0.33472
C -2.54972 -3.08378 -0.32789
H 3.33248 1.04378 2.87295
H 1.71451 1.45889 0.54684
C -2.12066 -0.45892 1.48720
H 3.81593 2.24942 1.78048
H -0.73378 -2.44942 -1.70666
H -1.63560 -4.04883 -2.19048
H 0.66699 -0.04364 2.25884
H 1.07776 -3.50227 -6.12062
H 0.51042 4.03252 2.03809
C -1.62119 -1.93530 2.01141
H -3.82523 -2.27331 -2.85321
N 3.02288 1.92304 2.40245
C 1.44655 3.56139 1.46656
H 1.07314 -1.09780 -6.56500
H -2.63858 -2.03584 -5.25595
H -1.34665 -4.10860 1.33242
C -2.13946 -2.68561 -4.39307
F 2.41926 6.02274 5.63760
H -0.28944 -2.86112 0.39100
O -0.56584 -2.46509 -7.18457
H 4.86026 4.62701 5.83907
H -3.25152 -0.46684 1.10611
H -1.44293 0.02596 0.66368
C -0.50911 -2.74931 -4.57317
N 4.59770 4.75923 4.81586
H -2.56738 -3.78838 -4.53443
O 4.40147 2.34684 5.10689
C -0.08521 -3.31944 -6.08722
H 0.02727 -3.50014 -3.81669
H -2.46544 -2.33156 2.74817
H 1.83980 3.22022 3.91721
H -0.73430 -0.45949 -6.46344
C 3.98391 3.43931 4.41304
H -3.05081 -4.16529 -0.27747
C -2.65285 -2.14635 -2.92996
C -0.90635 1.69686 2.60837
H -3.41848 -2.32085 -0.14380
C -2.07653 0.55312 2.79139
*
```

Summary:
**E_LUMO**: -4.3 eV
**HOMO**: -0.41030 Ha
**ΔE to the lowest compared entry with this formula, charge and spin**: 779.3 kJ/mol
**SMILES**: COCCCCCCCCCCCC[C@H]1CO[C@H](C(=O)NC(=O)F)[NH2+]1